Record 1
Density functional theory data (wB97M-V/def2-TZVPD) for a cluster of 2 separate species, CH3ClO2P in total.

## Properties
ΔE to the lowest compared entry with this formula, charge and spin ... 1.428 eV
Kohn-Sham gap ... 8.07 eV
Charge ... -1
E_HOMO ... -4.49 eV
LUMO energy ... 0.132 hartree

Each line ends with the natural charge from an NBO analysis.
Geometry (Å):
C1 0.053 -0.293 0.137  -1.194
O1 0.254 -2.420 1.852  -1.039
O2 -1.785 -2.311 0.239  -1.031
P1 -0.524 -1.763 0.779  2.274
Cl1 -1.672 1.899 1.636  -0.902
H1 -0.316 0.751 0.519  0.384
H2 1.026 -0.125 0.288  0.250
H3 -0.217 -0.337 -0.989  0.258

---

Record 2
Density functional theory data (wB97M-V/def2-TZVPD) for a structure of composition C23H33Cl5N4O3PTc.

## Properties
ΔE to the lowest compared entry with this formula, charge and spin ... 0.000 eV
⟨S²⟩ ... 0.76
Kohn-Sham gap (alpha / beta) ... 7.26 / 7.45 eV
Charge ... +1
Spin multiplicity ... 2
E_HOMO (alpha / beta) ... -10.98 / -11.17 eV
LUMO energy (alpha / beta) ... -0.137 / -0.137 hartree

Each line ends with the natural charge from an NBO analysis.
Geometry (Å):
Tc1 -0.029 -0.988 -2.294  1.015
Cl1 -2.316 0.678 -8.815  0.090
C1 -1.407 0.322 -7.406  -0.098
C2 -2.049 -0.176 -6.278  -0.073
Cl2 -3.740 -0.450 -6.258  0.087
C3 -1.290 -0.450 -5.152  -0.137
Cl3 -2.052 -1.101 -3.709  0.188
C4 0.090 -0.257 -5.096  0.337
O1 0.786 -0.549 -3.998  -0.683
C5 0.721 0.245 -6.239  -0.119
Cl4 2.413 0.491 -6.186  0.084
C6 -0.021 0.529 -7.381  -0.058
Cl5 0.765 1.143 -8.771  0.098
C7 2.819 -3.975 -1.079  -0.273
O2 1.492 -3.655 -1.600  -0.444
C8 1.216 -2.409 -1.732  0.644
O3 1.912 -1.424 -1.446  -0.561
H1 2.891 -5.055 -1.128  0.222
H2 2.890 -3.624 -0.052  0.199
H3 3.572 -3.500 -1.701  0.212
N1 -0.703 -0.416 -0.759  -1.021
P1 -0.447 0.098 0.766  2.374
N2 1.094 0.522 1.148  -0.818
C9 2.063 -0.424 1.713  -0.220
C10 2.917 0.297 2.755  -0.408
C11 3.244 1.731 2.302  -0.401
C12 3.161 1.834 0.783  -0.416
C13 1.726 1.589 0.322  -0.211
N3 -1.314 1.472 0.960  -0.818
C14 -1.034 2.493 1.980  -0.221
C15 -1.176 3.892 1.377  -0.410
C16 -2.305 3.934 0.334  -0.401
C17 -3.335 2.854 0.637  -0.414
C18 -2.708 1.473 0.460  -0.209
N4 -0.944 -1.117 1.740  -0.821
C19 -1.234 -2.495 1.331  -0.206
C20 -0.533 -3.485 2.250  -0.409
C21 -0.901 -3.228 3.709  -0.403
C22 -0.615 -1.782 4.100  -0.409
C23 -1.295 -0.816 3.138  -0.210
H4 2.685 -0.832 0.914  0.194
H5 1.526 -1.256 2.166  0.221
H6 3.834 -0.278 2.908  0.217
H7 2.391 0.315 3.712  0.208
H8 4.231 2.026 2.655  0.228
H9 2.534 2.434 2.745  0.199
H10 3.837 1.112 0.320  0.207
H11 3.471 2.818 0.432  0.232
H12 1.703 1.318 -0.738  0.201
H13 1.142 2.502 0.444  0.206
H14 -0.032 2.335 2.374  0.229
H15 -1.731 2.368 2.814  0.190
H16 -0.234 4.202 0.920  0.207
H17 -1.374 4.594 2.189  0.219
H18 -1.895 3.763 -0.665  0.202
H19 -2.771 4.918 0.316  0.227
H20 -4.197 2.926 -0.027  0.231
H21 -3.716 2.976 1.654  0.204
H22 -2.683 1.214 -0.598  0.212
H23 -3.302 0.710 0.977  0.191
H24 -0.929 -2.627 0.295  0.221
H25 -2.319 -2.652 1.376  0.192
H26 0.552 -3.405 2.109  0.191
H27 -0.821 -4.497 1.958  0.226
H28 -0.365 -3.911 4.368  0.225
H29 -1.968 -3.434 3.845  0.204
H30 0.463 -1.601 4.089  0.198
H31 -0.958 -1.580 5.115  0.229
H32 -1.016 0.213 3.366  0.214
H33 -2.384 -0.893 3.243  0.194

---

Record 3
Density functional theory data (wB97M-V/def2-TZVPD) for a cluster of 6 separate species, C35H41BrF9INO17S in total.

## Properties
Kohn-Sham gap ... 6.34 eV
Charge ... +1
E_HOMO ... -11.87 eV
LUMO energy ... -0.203 hartree

Each line ends with the Löwdin charge.
Geometry (Å):
C1 -1.413 -2.008 -0.274  0.089
C2 -1.764 -2.698 -1.464  -0.105
C3 -1.864 -3.169 -3.062  -0.205
C4 -0.552 -2.711 -3.953  -0.048
C5 0.770 -3.669 -3.847  -0.404
Br1 0.746 -5.272 -2.645  0.754
C6 2.060 -3.216 -4.811  -0.023
C7 3.365 -4.214 -4.644  -0.236
C8 3.398 -5.422 -5.774  -0.112
C9 2.000 -1.882 -5.821  -0.059
S1 3.485 -1.463 -6.956  0.910
O1 3.034 -1.196 -8.447  -0.326
O2 4.427 -2.716 -7.182  -0.329
C10 4.615 -0.154 -6.250  -0.214
F1 5.987 -0.746 -6.027  0.029
F2 4.113 0.118 -4.850  -0.016
C11 4.737 1.241 -7.073  -0.120
F3 4.970 2.318 -6.037  0.033
F4 3.541 1.674 -7.825  0.041
C12 6.017 1.361 -8.103  -0.071
F5 5.858 2.711 -8.766  0.038
F6 7.345 1.466 -7.389  0.048
C13 6.021 0.272 -9.328  -0.131
F7 7.188 0.652 -10.210  0.037
F8 4.812 0.460 -10.200  0.048
F9 6.262 -1.131 -8.927  0.061
N1 0.722 -1.004 -5.801  -0.036
C14 0.562 0.262 -6.617  -0.155
C15 0.553 1.659 -5.737  -0.191
C16 1.362 1.596 -4.321  -0.112
C17 -0.510 -1.355 -4.935  0.046
C18 -1.903 -0.493 -4.874  -0.183
C19 -2.246 0.169 -3.400  -0.668
C20 -2.167 1.840 -3.402  -0.190
I1 -4.344 -0.241 -2.748  0.808
H1 -1.222 -1.527 0.801  0.073
H2 -2.006 -4.354 -3.009  0.110
H3 -2.874 -2.791 -3.574  0.078
H4 3.450 -4.739 -3.601  0.092
H5 4.318 -3.496 -4.705  0.123
H6 2.317 -5.630 -6.224  0.098
H7 3.703 -6.424 -5.203  0.095
H8 4.200 -5.269 -6.614  0.083
H9 -0.486 0.154 -7.180  0.153
H10 1.343 0.433 -7.460  0.112
H11 1.100 2.492 -6.395  0.131
H12 -0.565 1.999 -5.672  0.080
H13 1.372 0.561 -3.780  0.079
H14 2.452 2.033 -4.536  0.086
H15 0.876 2.389 -3.572  0.089
H16 -2.779 -1.266 -5.122  0.112
H17 -2.017 0.366 -5.652  0.105
H18 -1.454 -0.174 -2.609  0.082
H19 -2.364 2.291 -4.479  0.085
H20 -3.061 2.256 -2.730  0.054
H21 -1.186 2.225 -2.893  0.071
C21 -0.479 1.947 3.317  -0.133
C22 -1.820 1.288 3.323  -0.142
O3 -2.456 1.833 2.183  0.048
C23 -1.467 2.245 1.336  -0.532
O4 -1.651 2.609 0.187  0.100
O5 -0.245 2.196 1.944  0.066
H22 0.303 1.304 3.733  0.124
H23 -0.479 2.901 3.855  0.141
H24 -1.753 0.202 3.205  0.133
H25 -2.390 1.513 4.229  0.112
C24 -4.746 -1.055 6.912  -0.135
C25 -4.877 -0.821 5.442  -0.127
O6 -3.833 0.093 5.163  0.040
C26 -2.898 -0.062 6.146  -0.496
O7 -1.789 0.445 6.127  0.143
O8 -3.365 -0.860 7.150  0.064
H26 -5.051 -2.064 7.201  0.138
H27 -5.313 -0.328 7.503  0.141
H28 -4.715 -1.732 4.857  0.138
H29 -5.848 -0.394 5.173  0.144
C27 2.517 1.332 8.802  -0.129
C28 1.176 0.673 8.808  -0.135
O9 0.540 1.218 7.667  0.054
C29 1.529 1.630 6.821  -0.495
O10 1.345 1.994 5.671  0.116
O11 2.751 1.581 7.428  0.070
H30 3.298 0.689 9.217  0.140
H31 2.517 2.286 9.339  0.136
H32 1.243 -0.413 8.690  0.108
H33 0.606 0.898 9.714  0.144
C30 -0.851 -3.653 10.976  -0.136
C31 -0.982 -3.419 9.506  -0.135
O12 0.063 -2.506 9.228  0.049
C32 0.998 -2.661 10.210  -0.510
O13 2.107 -2.153 10.191  0.132
O14 0.531 -3.458 11.215  0.072
H34 -1.155 -4.663 11.266  0.140
H35 -1.418 -2.927 11.568  0.138
H36 -0.819 -4.331 8.922  0.138
H37 -1.952 -2.993 9.238  0.133
C33 -3.751 4.956 2.354  -0.143
C34 -4.238 6.123 1.558  -0.136
O15 -5.638 6.090 1.756  0.065
C35 -5.858 5.424 2.927  -0.514
O16 -6.939 5.357 3.490  0.133
O17 -4.712 4.842 3.387  0.064
H38 -2.753 5.122 2.770  0.140
H39 -3.745 4.027 1.774  0.122
H40 -3.850 7.076 1.934  0.137
H41 -3.994 6.033 0.496  0.138

---

Record 4
Density functional theory data (wB97M-V/def2-TZVPD) for an isolated molecule of C8H8Si.

## Properties
ΔE to the lowest compared entry with this formula, charge and spin ... 1.580 eV
Kohn-Sham gap ... 8.86 eV
Charge ... 0
E_HOMO ... -8.63 eV
LUMO energy ... 0.008 hartree

Each line ends with the natural charge from an NBO analysis.
Geometry (Å):
C1 -2.115 2.553 -0.047  -0.210
C2 -1.079 1.922 -0.019  -0.039
C3 2.498 0.799 0.149  -0.212
C4 2.364 -0.537 -0.059  -0.196
C5 1.443 1.717 0.084  -0.209
C6 1.098 -1.194 -0.173  -0.252
C7 0.155 1.268 0.039  -0.065
C8 -0.054 -0.426 -0.088  -0.352
Si1 -1.853 -1.177 0.077  0.867
H1 -2.739 3.310 0.293  0.233
H2 3.567 1.112 0.155  0.216
H3 3.385 -0.936 -0.160  0.221
H4 1.422 2.801 0.313  0.231
H5 1.183 -2.308 -0.045  0.226
H6 -1.729 -2.095 1.142  -0.170
H7 -2.180 -1.870 -1.317  -0.146
H8 -2.898 -0.209 0.315  -0.143

---

Record 5
Density functional theory data (wB97M-V/def2-TZVPD) for a structure of composition C5H18NO6.

## Properties
ΔE to the lowest compared entry with this formula, charge and spin ... 3.152 eV
Kohn-Sham gap ... 8.90 eV
Charge ... -1
E_HOMO ... -5.72 eV
LUMO energy ... 0.117 hartree

Each line ends with the natural charge from an NBO analysis.
Geometry (Å):
O1 1.906 2.648 1.287  -0.652
C1 1.221 1.653 1.097  0.502
N1 -0.146 1.746 1.140  -0.648
C2 -0.970 0.572 0.810  -0.053
C3 -2.289 1.065 0.195  -0.524
C4 -1.975 1.781 -1.111  0.465
O2 -2.077 1.259 -2.183  -0.520
C5 -1.276 -0.105 2.163  -0.615
H1 1.667 0.639 1.100  0.207
H2 -0.550 2.664 1.062  0.383
H3 -0.422 -0.148 0.210  0.248
H4 -2.831 1.660 0.932  0.208
H5 -2.915 0.205 -0.049  0.235
H6 2.478 0.360 -3.254  -0.027
H7 -1.674 2.835 -0.945  0.091
H8 -0.329 -0.568 2.454  0.232
H9 -1.520 0.621 2.938  0.192
H10 -1.959 -0.954 2.134  0.215
H11 1.991 -1.102 -0.180  0.497
H12 2.133 -1.697 -1.910  0.441
O3 1.543 -1.142 -1.391  -1.148
H13 0.246 -1.448 -2.210  0.499
H14 -1.137 -0.834 -2.458  0.457
O4 -0.620 -1.601 -2.724  -1.028
H15 0.146 -2.372 -0.123  0.494
H16 0.900 -2.270 1.253  0.499
O5 0.120 -2.640 0.803  -1.013
H17 3.136 -1.678 0.804  0.450
H18 2.815 -0.074 -2.747  0.018
O6 2.385 -1.075 0.902  -1.105

---

Number 1: maximum force 4.8 eV Å⁻¹. Number 2: maximum force 0.4 eV Å⁻¹. Number 3: maximum force 10.4 eV Å⁻¹. Number 4: maximum force 6.9 eV Å⁻¹. Number 5: maximum force 2.3 eV Å⁻¹.